[1]
Below is a single C3H4ClFN2 molecule in a non-equilibrium geometry, with properties calculated with ωB97M-V/def2-TZVPD.

ORCA input file:
```
! RIJCOSX wB97M-V def2-TZVPD def2/J DEFGRID3
* xyz 0 1
C 0.7696 0.1512 0.0435
C -0.5622 -0.2075 -0.3684
C -1.6474 0.4458 -0.1294
H 0.9742 -1.8614 0.2949
H 2.5781 -0.9356 0.6928
H 0.4643 1.9679 -0.3637
H -0.5314 -1.4331 -0.3366
N 1.5823 -0.9621 0.0851
N 1.2946 1.3690 -0.1261
F -1.6728 1.8139 0.1863
Cl -3.2494 -0.3480 0.0216
*
```

Output
E_HOMO ... -9.29 eV
Gap between HOMO and LUMO ... 9.60 eV
ΔE to the lowest compared entry with this formula, charge and spin ... 44.8 kcal per mole
Molecular weight ... 122.53 Da

These are the Mulliken partial charges, in e, on atoms 1 to 6: atom 1 (C): 0.708, atom 2 (C): -0.404, atom 3 (C): 0.386, atom 4 (H): 0.219, atom 5 (H): 0.307, atom 6 (H): 0.265



[2]
Below is a gas-phase ion, C5H10IO3P (charge -2) in a non-equilibrium geometry, with properties calculated with ωB97M-V/def2-TZVPD.

ORCA input file:
```
! RIJCOSX wB97M-V def2-TZVPD def2/J DEFGRID3
* xyz -2 1
C 1.3255 -0.5800 -1.3736
C 0.6979 1.7336 1.2378
C 0.0431 0.1984 -1.2907
C -0.0059 0.4008 1.2558
C -0.6718 0.0104 -0.0444
O -2.3005 -1.7336 1.3403
O 0.0527 -2.4689 0.5514
O -1.8604 -2.0233 -1.2108
P -1.3293 -1.8501 0.1946
I -2.7390 1.4980 -0.2740
H 2.1191 -0.4002 -0.7262
H 1.7353 -0.5998 -2.3277
H 0.9036 -1.5197 -1.2130
H 1.5008 1.7541 0.5741
H -0.0022 2.6512 0.9534
H 1.0527 2.1128 2.1238
H -0.7434 -0.1618 -1.9028
H 0.2187 1.2132 -1.4413
H -0.6528 0.2386 2.1656
H 0.6559 -0.4735 1.4078
*
```

Output
E_HOMO ... -0.21 eV
Gap between HOMO and LUMO ... 5.28 eV
Molecular weight ... 276.01 Da

These are the Mulliken partial charges, in e, on atoms 1 to 6: atom 1 (C): -1.369, atom 2 (C): -1.257, atom 3 (C): -0.691, atom 4 (C): -0.439, atom 5 (C): -0.190, atom 6 (O): -0.772



[3]
Below is a single C5H5NO2 molecule in a non-equilibrium geometry, with properties calculated with ωB97M-V/def2-TZVPD.

ORCA input file:
```
! RIJCOSX wB97M-V def2-TZVPD def2/J DEFGRID3
* xyz 0 1
C -1.1239 0.5743 -0.0306
C -1.0836 -0.3630 1.0501
C -0.0477 -1.2279 1.1802
C 1.3455 0.0044 -0.3570
C 0.0447 0.6274 -0.8628
H -1.8797 1.6751 -1.1470
H -2.0513 -0.6684 1.4321
H -0.0558 -2.0714 1.8338
H 3.3122 -0.1288 -0.4587
H 0.1386 1.2273 -1.8037
N 2.4508 0.3572 -0.8888
O -2.2524 1.0640 -0.5216
O 1.2025 -1.0701 0.5741
*
```

Output
E_HOMO ... -8.23 eV
Gap between HOMO and LUMO ... 8.61 eV
ΔE to the lowest compared entry with this formula, charge and spin ... 51.1 kcal per mole
Molecular weight ... 111.10 Da

These are the Mulliken partial charges, in e, on atoms 1 to 6: atom 1 (C): 0.830, atom 2 (C): -0.590, atom 3 (C): -0.123, atom 4 (C): 0.227, atom 5 (C): -0.409, atom 6 (H): 0.310



[4]
Below is a molecular structure, C34H34N4O2Pt, with properties calculated with ωB97M-V/def2-TZVPD.

ORCA input file:
```
! RIJCOSX wB97M-V def2-TZVPD def2/J DEFGRID3
* xyz 2 1
Pt 0.0182 0.0121 -0.0437
O -1.1664 6.6630 0.2569
C -0.0259 6.2188 0.1954
O 1.1090 6.6816 0.2153
C -0.0136 4.6832 0.1456
C 1.1938 3.9902 0.0899
C 1.1785 2.6172 0.0298
N 0.0052 1.9637 0.0214
C -1.1768 2.5977 0.0837
C -1.2109 3.9706 0.1457
C -2.3285 1.6644 0.0621
C -3.6430 2.0834 0.1064
C -4.6567 1.1383 0.0593
C -4.3275 -0.2046 -0.0388
C -2.9948 -0.5636 -0.0735
N -2.0126 0.3450 -0.0170
C 2.3419 1.7014 -0.0501
C 3.6511 2.1383 -0.0536
C 4.6744 1.2083 -0.1580
C 4.3600 -0.1375 -0.2649
C 3.0318 -0.5146 -0.2477
N 2.0410 0.3791 -0.1347
H 2.0980 4.5886 0.0938
H -2.1238 4.5542 0.1913
H -3.8658 3.1383 0.1743
H -5.6911 1.4511 0.0951
H -5.0885 -0.9698 -0.0838
H -2.6926 -1.5981 -0.1493
H 3.8622 3.1950 0.0205
H 5.7051 1.5350 -0.1605
H 5.1286 -0.8907 -0.3583
H 2.7387 -1.5511 -0.3333
C -0.2479 -1.6855 -4.8785
C -0.1860 -2.5015 -3.6167
C -0.2100 -3.9120 -3.6588
C -0.1536 -4.7613 -2.5257
C -0.1833 -6.2579 -2.6794
C -0.0726 -4.1741 -1.3004
C -0.0453 -2.7186 -1.1640
C -0.1021 -1.9253 -2.3843
N 0.0251 -2.0570 -0.0440
C 0.0932 -2.7058 1.3131
C 0.1859 -1.6342 2.4090
C 0.2518 -2.2736 3.8058
C -1.0086 -3.1055 4.0419
C -1.1030 -4.1816 2.9652
C 0.1298 -5.0895 3.0123
C 1.3950 -4.2478 2.8169
C 1.4858 -3.1708 3.8930
C 1.3691 -3.5898 1.4310
C -1.2066 -3.5202 1.5850
H -0.3004 -2.3185 -5.7607
H 0.6339 -1.0523 -4.9698
H -1.1255 -1.0397 -4.8746
H -0.2752 -4.3855 -4.6341
H -0.2490 -6.5538 -3.7236
H -1.0407 -6.6794 -2.1556
H 0.7181 -6.7033 -2.2595
H -0.0320 -4.8114 -0.4340
H -0.0741 -0.8412 -2.2896
H -0.6883 -0.9767 2.3576
H 1.0814 -1.0236 2.2526
H 0.3164 -1.4702 4.5396
H -1.8954 -2.4665 4.0209
H -0.9718 -3.5690 5.0294
H -2.0087 -4.7757 3.1056
H 0.0644 -5.8801 2.2592
H 0.1738 -5.5859 3.9836
H 2.2780 -4.8894 2.8521
H 2.3954 -2.5785 3.7614
H 1.5452 -3.6329 4.8800
H 1.4161 -4.3587 0.6623
H 2.2468 -2.9506 1.3055
H -2.0559 -2.8321 1.5652
H -1.3869 -4.2802 0.8276
*
```

Output
E_HOMO ... -12.11 eV
Gap between HOMO and LUMO ... 2.09 eV
ΔE to the lowest compared entry with this formula, charge and spin ... 0.0 kcal per mole
Molecular weight ... 725.75 Da

These are the Mulliken partial charges, in e, on atoms 1 to 6: atom 1 (Pt): 0.163, atom 2 (O): -0.689, atom 3 (C): 0.405, atom 4 (O): -0.691, atom 5 (C): -0.545, atom 6 (C): -0.933



[5]
Below is a molecular structure, CEuF3NNaO4S3 in a non-equilibrium geometry, with properties calculated with ωB97M-V/def2-TZVPD.

ORCA input file:
```
! RIJCOSX wB97M-V def2-TZVPD def2/J DEFGRID3
* xyz -1 8
Na 2.4137 -1.2398 0.7996
N 0.1581 -0.9785 1.4346
S -0.6993 -0.2879 0.4813
O -0.5727 -0.3700 -1.0312
C -2.5074 -0.7517 0.6744
F -2.9087 -0.4547 1.9026
F -2.5795 -2.0673 0.4895
F -3.2700 -0.1261 -0.2076
Eu 1.4948 0.4390 -1.9924
S 4.2727 0.7501 -1.2081
O 3.2955 -0.6772 -1.5002
S 0.8689 2.1789 0.4866
O 0.8470 2.2346 -1.1221
O -0.8130 1.3505 0.7930
*
```

Output
E_HOMO (spin up / spin down) ... -2.65 / -2.82 eV
Gap between HOMO and LUMO (spin up / spin down) ... 4.69 / 4.86 eV
Molecular weight ... 418.16 Da

These are the Mulliken partial charges, in e, on atoms 1 to 6: atom 1 (Na): 0.861, atom 2 (N): -0.907, atom 3 (S): 0.909, atom 4 (O): -0.633, atom 5 (C): 0.513, atom 6 (F): -0.215



[6]
Below is a molecular structure, C4H22K3O12 in a non-equilibrium geometry, with properties calculated with ωB97M-V/def2-TZVPD.

ORCA input file:
```
! RIJCOSX wB97M-V def2-TZVPD def2/J DEFGRID3
* xyz 1 1
K 1.0006 4.1709 0.4673
K 0.0089 -1.1554 -2.7439
K -1.5436 2.5107 3.7129
C -3.8411 0.4275 -1.2153
C -3.6635 -1.0469 -1.5442
O -4.4198 -1.8572 -0.9730
O -2.7191 -1.3938 -2.3170
H -3.0005 0.9976 -1.6295
H -3.7333 0.6179 -0.1434
H -4.7799 0.8171 -1.6021
C -0.4703 -0.6120 0.7667
C 0.0383 0.7728 0.4926
O -0.5329 1.7846 1.0158
O 0.8007 0.9657 -0.4922
H -1.5355 -0.6693 0.5463
H -0.1980 -0.8590 1.7975
H 0.0178 -1.3797 0.1534
O 0.7837 0.8230 5.2206
H 1.3092 1.4850 4.7581
H 0.8155 0.0340 4.6538
O 2.7318 -2.3684 0.3966
H 2.1739 -2.9909 0.8690
H 3.6268 -2.7268 0.4714
O 3.0470 1.8783 -2.1825
H 2.2950 1.6332 -1.6204
H 3.1137 2.8347 -2.1022
O 1.2156 -1.6714 4.1771
H 0.8189 -2.5173 3.9496
H 2.1639 -1.8045 4.0673
O 2.7490 -1.1226 -2.1814
H 2.7259 -1.3848 -1.2499
H 3.6833 -1.1155 -2.4122
O -1.4858 3.6331 -0.8682
H -1.4850 2.9909 -0.1401
H -1.6533 3.1003 -1.6572
O -0.4802 1.8320 -2.6706
H -0.0952 1.7370 -1.7798
H -0.4725 2.7756 -2.8557
O 0.1167 -3.5758 -1.3445
H -0.2052 -3.9172 -0.5029
H 1.0786 -3.6534 -1.2876
*
```

Output
E_HOMO ... -8.67 eV
Gap between HOMO and LUMO ... 4.32 eV
Molecular weight ... 379.50 Da

These are the Mulliken partial charges, in e, on atoms 1 to 6: atom 1 (K): 0.962, atom 2 (K): 0.951, atom 3 (K): 0.975, atom 4 (C): -0.477, atom 5 (C): 0.473, atom 6 (O): -0.725



[7]
Below is a molecular structure, C24H42As2F12HfN6 in a non-equilibrium geometry, with properties calculated with ωB97M-V/def2-TZVPD.

ORCA input file:
```
! RIJCOSX wB97M-V def2-TZVPD def2/J DEFGRID3
* xyz 2 1
Hf 2.2971 0.0154 -2.6539
As -0.3025 -0.0013 0.5957
F -0.5964 -1.7030 0.3970
F 0.7414 -0.0080 -0.9149
F 0.0299 1.6654 0.8090
F -1.1824 0.0060 2.0625
F 1.1202 -0.4572 1.4929
F -1.6746 0.3139 -0.3837
As 0.3726 3.6336 -2.7961
F 1.6898 4.0763 -3.8023
F -0.4637 5.0921 -3.0564
F -0.8108 3.0124 -1.7230
F 1.2251 1.9646 -2.5714
F 1.2410 4.2284 -1.4333
F -0.4182 2.9372 -4.1676
C -3.3748 -1.0826 -5.1991
C -3.4294 0.3158 -4.5985
C -2.6908 0.4629 -3.2638
C -1.2595 0.2075 -3.3275
N -0.1300 0.0024 -3.3633
H -3.6789 -1.0653 -6.2421
H -3.9706 -1.7984 -4.6348
H -2.3338 -1.4243 -5.1806
H -4.4507 0.6428 -4.4019
H -3.0317 1.0559 -5.2956
H -3.0632 -0.2991 -2.5675
H -2.8212 1.4175 -2.7476
C -1.3999 -5.1375 3.5023
C -0.1905 -4.2393 3.2975
C -0.3769 -2.7492 3.5872
C -0.9597 -2.4319 4.8905
N -1.3476 -2.1997 5.9459
H -1.2703 -6.0539 2.9286
H -2.3157 -4.6293 3.1976
H -1.4993 -5.4091 4.5518
H 0.1667 -4.2473 2.2579
H 0.6799 -4.6061 3.8499
H -1.0471 -2.3338 2.8294
H 0.5001 -2.1067 3.4780
C -3.9248 3.1821 -0.2799
C -3.7624 3.8380 1.0863
C -2.4425 3.4803 1.7691
C -2.2871 4.0955 3.0918
N -2.1259 4.6076 4.1058
H -3.2186 3.5601 -1.0240
H -4.9052 3.4650 -0.6666
H -3.8324 2.0967 -0.2227
H -4.6062 3.4665 1.6732
H -3.8762 4.9221 1.0898
H -1.5793 3.8447 1.2057
H -2.3476 2.3984 1.8705
C -2.1931 -3.2667 -2.4883
C -1.4973 -4.4356 -1.8117
C 0.0387 -4.4261 -1.7006
C 0.6337 -3.1178 -1.9256
N 1.0913 -2.0926 -2.1476
H -1.8652 -2.3077 -2.0717
H -3.2760 -3.3334 -2.4230
H -1.9547 -3.2054 -3.5541
H -1.7763 -5.2974 -2.4232
H -1.9216 -4.6810 -0.8399
H 0.5119 -4.9874 -2.5169
H 0.3558 -4.8648 -0.7562
C 4.2016 4.8987 0.5104
C 3.7931 3.9763 1.6552
C 2.5991 3.0545 1.3775
C 2.7095 2.2027 0.2093
N 2.7986 1.5294 -0.7128
H 5.0800 5.4845 0.7751
H 3.3963 5.5792 0.2396
H 4.5259 4.2934 -0.3417
H 3.4680 4.5967 2.4908
H 4.6687 3.4056 1.9680
H 1.7395 3.7004 1.1614
H 2.3180 2.4659 2.2515
C 4.0562 -0.5787 2.9723
C 4.8300 -1.7470 2.3725
C 3.9941 -2.6325 1.4246
C 3.5028 -1.8230 0.3169
N 3.0711 -1.2002 -0.5385
H 4.6944 -0.0039 3.6409
H 3.2368 -0.9630 3.5812
H 3.6668 0.0962 2.2077
H 5.1606 -2.3985 3.1809
H 5.7129 -1.4104 1.8269
H 3.1035 -2.9802 1.9639
H 4.4599 -3.5544 1.0773
*
```

Output
E_HOMO ... -14.50 eV
Gap between HOMO and LUMO ... 3.28 eV
ΔE to the lowest compared entry with this formula, charge and spin ... 0.0 kcal per mole
Molecular weight ... 970.95 Da

These are the Mulliken partial charges, in e, on atoms 1 to 6: atom 1 (Hf): 1.782, atom 2 (As): 2.155, atom 3 (F): -0.579, atom 4 (F): -0.176, atom 5 (F): -0.428, atom 6 (F): -0.566



[8]
Below is a gas-phase ion, C4H9N2 (charge +1) in a non-equilibrium geometry, with properties calculated with ωB97M-V/def2-TZVPD.

ORCA input file:
```
! RIJCOSX wB97M-V def2-TZVPD def2/J DEFGRID3
* xyz 1 1
C 0.5361 0.3051 1.3688
C -0.6453 -0.4028 0.7293
C -0.7416 0.3517 -0.5851
C 0.2827 -0.7488 -0.4096
N -1.7567 0.2957 -1.4933
N 1.4522 -0.0329 0.1923
H 0.3922 1.3959 1.6701
H 0.8028 -0.3511 2.3013
H -1.3039 -1.1255 1.1412
H -0.1685 1.4417 -0.3987
H 0.5780 -1.7130 -0.9654
H -2.0238 -0.6316 -1.6498
H -2.4889 0.9418 -1.5889
H 1.6325 0.8356 -0.3194
H 2.3646 -0.5838 0.4169
*
```

Output
E_HOMO ... -13.07 eV
Gap between HOMO and LUMO ... 9.66 eV
ΔE to the lowest compared entry with this formula, charge and spin ... 90.5 kcal per mole
Molecular weight ... 85.13 Da

These are the Mulliken partial charges, in e, on atoms 1 to 6: atom 1 (C): -0.601, atom 2 (C): -0.130, atom 3 (C): -0.041, atom 4 (C): -0.231, atom 5 (N): -0.445, atom 6 (N): -0.177



| no. | electronic energy (eV) |
| --- | --- |
| 1 | -21393.2946 |
| 2 | -28879.8677 |
| 3 | -10849.0972 |
| 4 | -49097.3207 |
| 5 | -75120.6985 |
| 6 | -78048.3059 |
| 7 | -190091.0696 |
| 8 | -7264.2187 |